# C9H14

A 2-piece molecular cluster, C9H14 overall at a distorted geometry (ωB97M-V with the def2-TZVPD basis set, OMol25).

Positions of all 23 atoms, in Å:
C (-1.651, -0.804, 3.228)
C (-1.915, 0.621, 2.706)
H (-0.583, -0.900, 3.054)
H (-1.718, -0.830, 4.315)
H (-2.328, -1.562, 2.823)
H (-0.991, 1.201, 2.868)
H (-2.260, 0.739, 1.681)
H (-2.582, 1.209, 3.348)
C (1.370, 0.682, -3.715)
C (0.514, -0.554, 0.305)
C (1.758, -0.886, -0.269)
C (-0.477, 0.080, -0.390)
C (2.026, -0.534, -1.591)
C (-0.195, 0.453, -1.714)
C (1.063, 0.225, -2.238)
H (0.491, -0.776, 1.367)
H (2.504, -1.437, 0.270)
H (-1.478, 0.090, 0.015)
H (3.065, -0.597, -1.907)
H (-0.740, 1.233, -2.250)
H (0.429, 1.155, -4.022)
H (1.589, -0.261, -4.203)
H (2.108, 1.454, -3.682)

Summary:
LUMO energy	1.1	eV
energy above the lowest of the compared OMol25 structures with the same formula, charge and spin	27.5	kcal/mol

Atom charges from the Mulliken analysis, given in e for atoms 1 to 8:
1 C -0.730
2 C -0.838
3 H 0.212
4 H 0.332
5 H 0.252
6 H 0.281
7 H 0.210
8 H 0.354


# C9H14

A 2-piece molecular cluster, C9H14 overall at a distorted geometry (ωB97M-V with the def2-TZVPD basis set, OMol25).

Positions of all 23 atoms, in Å:
C (-2.269, -1.121, -0.862)
C (1.978, -1.433, 0.022)
C (1.068, -1.214, 1.056)
C (1.528, -1.659, -1.330)
C (-0.335, -1.217, 0.924)
C (0.117, -1.629, -1.526)
C (-0.779, -1.356, -0.474)
H (3.106, -1.615, 0.209)
H (1.429, -1.059, 2.005)
H (2.113, -1.874, -2.209)
H (-0.947, -0.928, 1.822)
H (-0.206, -1.501, -2.612)
H (-2.172, -0.362, -1.493)
H (-2.871, -0.665, -0.007)
H (-2.804, -1.859, -1.222)
C (0.869, 2.254, 0.446)
C (-0.681, 2.630, 0.849)
H (1.232, 1.205, 0.760)
H (1.077, 2.380, -0.488)
H (1.573, 2.943, 1.017)
H (-1.304, 3.248, 0.106)
H (-0.421, 2.959, 1.847)
H (-1.302, 1.874, 1.161)

Summary:
LUMO energy	1.1	eV
energy above the lowest of the compared OMol25 structures with the same formula, charge and spin	67.1	kcal/mol

Atom charges from the Mulliken analysis, given in e for atoms 1 to 8:
1 C -1.691
2 C -0.226
3 C -0.682
4 C -0.446
5 C -0.316
6 C -0.384
7 C 0.818
8 H 0.250


# C9H14

A 2-piece molecular cluster, C9H14 overall (ωB97M-V with the def2-TZVPD basis set, OMol25).

Positions of all 23 atoms, in Å:
C (2.101, 1.999, -0.467)
C (-1.429, -0.224, -1.501)
C (-0.176, -0.679, -1.882)
C (-1.532, 0.991, -0.845)
C (0.953, 0.074, -1.566)
C (-0.410, 1.744, -0.525)
C (0.853, 1.266, -0.872)
H (-2.330, -0.815, -1.599)
H (-0.082, -1.606, -2.437)
H (-2.518, 1.301, -0.533)
H (1.928, -0.305, -1.841)
H (-0.568, 2.707, -0.054)
H (2.884, 1.285, -0.198)
H (1.906, 2.583, 0.435)
H (2.484, 2.668, -1.248)
C (0.102, -1.229, 2.155)
C (-1.097, -2.042, 1.641)
H (0.911, -1.223, 1.419)
H (-0.163, -0.177, 2.302)
H (0.467, -1.614, 3.103)
H (-1.079, -2.242, 0.565)
H (-1.174, -2.971, 2.203)
H (-2.033, -1.490, 1.742)

Summary:
LUMO energy	1.1	eV
energy above the lowest of the compared OMol25 structures with the same formula, charge and spin	4.9	kcal/mol

Atom charges from the Mulliken analysis, given in e for atoms 1 to 8:
1 C -1.489
2 C -0.599
3 C -0.393
4 C -0.317
5 C -0.447
6 C -0.569
7 C 0.913
8 H 0.424


# C9H14

A 2-piece molecular cluster, C9H14 overall at a distorted geometry (ωB97M-V with the def2-TZVPD basis set, OMol25).

Positions of all 23 atoms, in Å:
C (3.106, 0.804, -1.981)
C (3.982, 1.062, -0.751)
H (3.498, 0.661, -3.042)
H (2.415, -0.050, -1.824)
H (2.262, 1.556, -2.187)
H (4.641, 0.181, -0.493)
H (3.324, 1.304, 0.117)
H (4.700, 1.858, -0.938)
C (-2.809, 1.440, 0.705)
C (-0.532, -1.448, -0.198)
C (-1.154, -0.193, -0.175)
C (-0.919, -2.311, 0.829)
C (-2.094, 0.161, 0.731)
C (-1.949, -1.988, 1.739)
C (-2.489, -0.731, 1.692)
H (0.388, -1.570, -0.870)
H (-1.008, 0.455, -0.995)
H (-0.566, -3.354, 0.758)
H (-2.186, -2.677, 2.529)
H (-3.370, 1.782, 1.645)
H (-3.675, 1.244, 0.014)
H (-3.367, -0.467, 2.336)
H (-2.199, 2.281, 0.358)

Summary:
LUMO energy	1.0	eV
energy above the lowest of the compared OMol25 structures with the same formula, charge and spin	26.7	kcal/mol

Atom charges from the Mulliken analysis, given in e for atoms 1 to 8:
1 C -0.616
2 C -0.710
3 H 0.289
4 H 0.060
5 H 0.248
6 H 0.240
7 H 0.232
8 H 0.267


# C9H14

A 2-piece molecular cluster, C9H14 overall at a distorted geometry (ωB97M-V with the def2-TZVPD basis set, OMol25).

Positions of all 23 atoms, in Å:
C (-1.481, 2.829, 0.582)
C (-1.237, 3.580, -0.695)
H (-1.216, 3.329, 1.477)
H (-2.493, 2.536, 0.659)
H (-0.728, 2.009, 0.502)
H (-0.927, 3.107, -1.678)
H (-0.501, 4.230, -0.551)
H (-2.001, 4.211, -0.841)
C (1.064, -3.214, -1.525)
C (1.666, -0.348, 0.947)
C (1.835, -1.198, -0.191)
C (0.483, -0.455, 1.701)
C (0.830, -2.081, -0.520)
C (-0.637, -1.215, 1.200)
C (-0.421, -2.132, 0.182)
H (2.453, 0.376, 1.212)
H (2.607, -1.188, -0.926)
H (0.354, 0.099, 2.594)
H (-1.585, -1.082, 1.814)
H (0.128, -3.236, -2.253)
H (0.969, -4.224, -1.110)
H (-1.077, -2.844, -0.342)
H (1.915, -3.092, -2.238)

Summary:
LUMO energy	1.0	eV
energy above the lowest of the compared OMol25 structures with the same formula, charge and spin	42.4	kcal/mol

Atom charges from the Mulliken analysis, given in e for atoms 1 to 8:
1 C -0.559
2 C -1.159
3 H 0.324
4 H 0.291
5 H 0.036
6 H 0.290
7 H 0.400
8 H 0.388


# C9H14

A 2-piece molecular cluster, C9H14 overall at a distorted geometry (ωB97M-V with the def2-TZVPD basis set, OMol25).

Positions of all 23 atoms, in Å:
C (2.159, 2.371, -0.804)
C (2.938, 3.198, -1.804)
H (1.115, 2.491, -1.050)
H (2.517, 1.467, -0.794)
H (2.209, 2.804, 0.116)
H (2.977, 2.656, -2.874)
H (2.474, 4.242, -1.821)
H (3.807, 3.564, -1.342)
C (-2.788, -0.202, -0.809)
C (-0.472, 0.151, 0.310)
C (-1.511, -0.631, -0.096)
C (0.485, -0.361, 1.242)
C (0.452, -1.712, 1.585)
C (-1.494, -1.976, 0.229)
C (-0.591, -2.525, 1.045)
H (-0.497, 1.223, 0.178)
H (1.396, 0.389, 1.516)
H (-3.275, 0.516, -0.143)
H (-3.504, -1.075, -1.024)
H (1.243, -2.360, 2.187)
H (-2.361, -2.601, 0.060)
H (-0.696, -3.578, 1.342)
H (-2.466, 0.376, -1.741)

Summary:
LUMO energy	1.0	eV
energy above the lowest of the compared OMol25 structures with the same formula, charge and spin	51.0	kcal/mol

Atom charges from the Mulliken analysis, given in e for atoms 1 to 8:
1 C -0.989
2 C -0.989
3 H 0.259
4 H 0.456
5 H 0.419
6 H 0.258
7 H 0.269
8 H 0.332


# C9H14

A 2-piece molecular cluster, C9H14 overall at a distorted geometry (ωB97M-V with the def2-TZVPD basis set, OMol25).

Positions of all 23 atoms, in Å:
C (-0.058, -2.227, 1.745)
C (-1.736, -2.413, 1.990)
H (0.339, -2.240, 2.740)
H (0.193, -3.197, 1.294)
H (0.407, -1.434, 1.158)
H (-2.044, -1.360, 2.115)
H (-1.939, -2.971, 2.858)
H (-2.367, -2.916, 1.216)
C (0.240, 1.361, 1.169)
C (-0.431, 0.584, -1.061)
C (0.466, 1.320, -0.255)
C (-0.418, 0.372, -2.474)
C (1.506, 1.934, -0.931)
C (0.705, 1.026, -3.020)
C (1.581, 1.920, -2.300)
H (-1.246, 0.122, -0.443)
H (-0.991, -0.194, -3.068)
H (-0.643, 0.807, 1.608)
H (-0.017, 2.422, 1.394)
H (2.385, 2.462, -0.474)
H (0.769, 0.998, -4.061)
H (2.175, 2.529, -2.908)
H (1.123, 1.096, 1.708)

Summary:
LUMO energy	1.0	eV
energy above the lowest of the compared OMol25 structures with the same formula, charge and spin	44.6	kcal/mol

Atom charges from the Mulliken analysis, given in e for atoms 1 to 8:
1 C -0.781
2 C -0.862
3 H 0.293
4 H 0.280
5 H 0.228
6 H 0.201
7 H 0.381
8 H 0.267


# C9H14

A 2-piece molecular cluster, C9H14 overall at a distorted geometry (ωB97M-V with the def2-TZVPD basis set, OMol25).

Positions of all 23 atoms, in Å:
C (1.932, -0.845, -1.098)
C (1.489, -2.315, -1.334)
H (2.986, -0.603, -1.093)
H (1.344, -0.280, -1.972)
H (1.367, -0.578, -0.087)
H (0.825, -2.793, -0.681)
H (2.448, -2.831, -1.309)
H (1.193, -2.562, -2.409)
C (-1.655, 0.757, -1.434)
C (-1.766, 0.279, 0.954)
C (-1.134, 1.050, -0.040)
C (-1.210, 0.024, 2.190)
C (-0.135, 0.804, 2.612)
C (0.042, 1.733, 0.428)
C (0.485, 1.681, 1.782)
H (-2.495, -0.442, 0.738)
H (-1.641, -0.718, 2.993)
H (-0.957, 0.649, -2.305)
H (-2.381, 1.369, -1.901)
H (0.150, 0.760, 3.627)
H (0.375, 2.427, -0.353)
H (1.073, 2.546, 2.106)
H (-2.335, -0.112, -1.413)

Summary:
LUMO energy	1.0	eV
energy above the lowest of the compared OMol25 structures with the same formula, charge and spin	53.5	kcal/mol

Atom charges from the Mulliken analysis, given in e for atoms 1 to 8:
1 C -0.229
2 C -1.032
3 H 0.428
4 H 0.017
5 H -0.093
6 H 0.355
7 H 0.305
8 H 0.247


# C9H14

A 2-piece molecular cluster, C9H14 overall at a distorted geometry (ωB97M-V with the def2-TZVPD basis set, OMol25).

Positions of all 23 atoms, in Å:
C (-2.417, -0.034, -0.252)
C (1.355, -1.211, -1.736)
C (0.865, 0.032, -2.105)
C (0.504, -2.201, -1.259)
C (-0.406, 0.392, -1.624)
C (-0.798, -1.901, -0.916)
C (-1.152, -0.569, -0.901)
H (2.367, -1.553, -1.903)
H (1.485, 0.812, -2.550)
H (0.869, -3.194, -1.066)
H (-0.972, 1.291, -1.801)
H (-1.473, -2.657, -0.534)
H (-3.290, -0.664, -0.413)
H (-2.781, 0.891, -0.726)
H (-2.295, 0.165, 0.805)
C (1.333, 1.943, 1.937)
C (0.681, 0.629, 2.302)
H (1.517, 2.145, 0.878)
H (0.750, 2.816, 2.237)
H (2.326, 2.018, 2.400)
H (0.884, -0.220, 1.632)
H (1.040, 0.305, 3.296)
H (-0.392, 0.765, 2.300)

Summary:
LUMO energy	1.0	eV
energy above the lowest of the compared OMol25 structures with the same formula, charge and spin	15.9	kcal/mol

Atom charges from the Mulliken analysis, given in e for atoms 1 to 8:
1 C -1.269
2 C -0.446
3 C -0.608
4 C -0.300
5 C -0.401
6 C -0.564
7 C 0.846
8 H 0.386


# C9H14

A 2-piece molecular cluster, C9H14 overall at a distorted geometry (ωB97M-V with the def2-TZVPD basis set, OMol25).

Positions of all 23 atoms, in Å:
C (1.229, 2.166, 2.554)
C (0.211, 0.987, 2.582)
H (0.655, 2.863, 1.931)
H (1.482, 2.648, 3.494)
H (2.154, 1.881, 2.052)
H (0.570, 0.063, 3.028)
H (0.119, 0.749, 1.517)
H (-0.763, 1.351, 2.904)
C (1.033, -2.496, -0.824)
C (-0.893, -0.900, -0.285)
C (0.110, -1.362, -1.147)
C (-1.742, 0.179, -0.584)
C (0.177, -0.758, -2.407)
C (-1.680, 0.666, -1.896)
C (-0.713, 0.248, -2.763)
H (-1.051, -1.367, 0.685)
H (-2.448, 0.596, 0.113)
H (0.474, -3.280, -0.293)
H (1.654, -2.204, 0.043)
H (0.935, -1.075, -3.109)
H (-2.475, 1.364, -2.142)
H (-0.634, 0.566, -3.797)
H (1.596, -2.886, -1.657)

Summary:
LUMO energy	1.0	eV
energy above the lowest of the compared OMol25 structures with the same formula, charge and spin	14.7	kcal/mol

Atom charges from the Mulliken analysis, given in e for atoms 1 to 8:
1 C -0.916
2 C -0.530
3 H 0.245
4 H 0.303
5 H 0.272
6 H 0.331
7 H -0.009
8 H 0.285


# C9H14

A 2-piece molecular cluster, C9H14 overall at a distorted geometry (ωB97M-V with the def2-TZVPD basis set, OMol25).

Positions of all 23 atoms, in Å:
C (0.729, -1.065, -2.361)
C (-0.585, -1.227, 1.613)
C (0.785, -1.410, 1.412)
C (-1.497, -0.884, 0.648)
C (1.175, -1.459, 0.042)
C (-1.087, -0.660, -0.670)
C (0.266, -0.950, -0.859)
H (-1.005, -1.400, 2.647)
H (1.531, -1.819, 2.089)
H (-2.607, -0.814, 1.157)
H (2.105, -1.937, -0.188)
H (-1.808, -0.207, -1.467)
H (0.343, -0.138, -3.057)
H (0.302, -1.900, -2.697)
H (1.728, -0.794, -2.561)
C (0.204, 2.271, 0.159)
C (-0.151, 3.773, 0.399)
H (0.419, 2.215, -0.989)
H (1.278, 2.273, 0.656)
H (-0.504, 1.577, 0.458)
H (-0.086, 4.083, 1.358)
H (-1.164, 3.991, 0.331)
H (0.436, 4.528, -0.041)

Summary:
LUMO energy	1.0	eV
energy above the lowest of the compared OMol25 structures with the same formula, charge and spin	70.3	kcal/mol

Atom charges from the Mulliken analysis, given in e for atoms 1 to 8:
1 C -1.683
2 C -0.261
3 C -0.638
4 C -0.141
5 C -0.546
6 C -0.519
7 C 1.182
8 H 0.258


In order of appearance, frontier orbital gap = 10.11, 9.99, 10.15, 9.95, 9.86, 10.03, 9.80, 9.92, 9.99, 9.96, 10.12 eV.